No. 1
The following is a quantum chemistry calculation of a molecular structure, C36H25B4F15O42Y in a non-equilibrium geometry, from OMol25.

Kohn-Sham gap, eV: 8.097
E_LUMO, eV: 0.11

Geometry as ORCA input:
```
! RIJCOSX wB97M-V def2-TZVPD def2/J DEFGRID3
* xyz -1 1
Y 1.0115 14.7345 -8.4726
O -3.4648 15.0311 -9.7929
C -3.2626 16.2235 -9.5296
O -3.9968 17.2023 -9.7396
B -3.4560 18.4321 -9.1827
O -2.0876 18.0823 -8.7592
C -1.9029 16.7462 -8.9402
O -0.8880 16.0791 -8.6376
O -4.3048 18.8964 -8.0884
C -4.8323 20.0580 -8.4386
O -5.6016 20.7680 -7.7467
C -4.3348 20.4288 -9.8631
O -3.4954 19.5464 -10.1691
O -4.6324 21.4301 -10.5653
O -1.5753 19.6133 -14.7355
C -0.9227 19.6878 -13.6598
O 0.0442 18.8901 -13.3438
B 0.4315 19.1210 -11.9180
O -0.4538 20.1863 -11.5092
C -1.2523 20.5755 -12.4979
O -2.1050 21.5048 -12.4926
O 0.2299 17.8626 -11.2142
C 1.3663 17.4764 -10.6251
O 1.4822 16.4117 -9.9726
C 2.4479 18.4549 -11.0306
O 1.8784 19.4270 -11.7679
O 3.5662 18.4443 -10.5086
O 1.1755 13.7597 -6.2685
C 1.3275 13.0096 -5.3343
O 2.1668 13.1635 -4.3229
B 2.1544 11.9594 -3.4592
O 1.0179 11.1707 -3.8815
C 0.5858 11.6413 -5.1107
O -0.0981 11.0459 -5.9036
O 2.0515 12.3411 -2.0148
C 3.1399 12.0017 -1.3506
O 3.5194 12.2813 -0.2002
C 4.1038 11.1866 -2.3155
O 3.4099 11.1742 -3.4805
O 5.1700 10.5871 -2.0213
O 3.1130 10.6972 -7.1258
C 2.3426 10.3454 -8.0100
O 2.0974 9.1436 -8.4816
B 1.1714 9.2183 -9.6744
O 0.9809 10.6724 -9.8713
C 1.5778 11.3215 -8.8957
O 1.6435 12.5328 -8.7036
O -0.0268 8.4643 -9.5150
C 0.1440 7.4314 -10.4096
O -0.6284 6.4343 -10.5153
C 1.4177 7.6108 -11.2204
O 1.9305 8.7204 -10.8462
O 1.7902 6.8401 -12.1582
C 6.3651 12.5447 -5.8874
C 5.1231 13.2389 -6.3833
O 5.3930 14.5592 -6.9148
C 4.4958 15.2931 -7.5822
O 3.2786 14.9320 -7.7648
C 5.0816 16.7212 -7.9213
F 5.5522 16.5904 -9.1461
F 4.1308 17.6704 -7.9381
F 6.0410 17.0428 -7.0980
H 6.0001 11.5635 -5.5840
H 6.7944 13.0515 -5.0232
H 7.0751 12.4969 -6.7131
H 4.4577 13.4752 -5.5530
H 4.6109 12.5936 -7.0970
C -2.3542 16.3429 -13.1898
C -1.0994 15.5677 -13.4855
O -0.3941 15.1830 -12.2768
C -0.5819 13.9668 -11.5952
O -0.1367 13.7908 -10.4783
C -1.3320 12.8579 -12.3659
F -0.6594 12.4762 -13.4450
F -1.4845 11.7339 -11.6616
F -2.6209 13.2583 -12.6296
H -2.8811 16.7916 -14.0320
H -2.0191 17.1919 -12.5940
H -3.1057 15.7684 -12.6482
H -0.3567 16.2235 -13.9398
H -1.3097 14.7474 -14.1717
C 1.3391 20.3391 -7.6489
C 0.5760 19.2747 -6.7682
O 1.4320 18.6526 -5.8239
C 1.6385 17.3216 -5.8228
O 1.3181 16.5613 -6.7573
C 2.4017 16.7677 -4.5814
F 2.9066 17.7857 -3.8577
F 1.6025 16.0955 -3.8092
F 3.4372 16.0573 -4.9986
H 0.8438 20.8887 -8.4493
H 2.1233 19.8122 -8.1925
H 1.8408 21.0467 -6.9887
H 0.2536 18.5682 -7.5331
H -0.2185 19.7980 -6.2362
C -2.4577 9.1706 -7.4933
C -2.7517 10.1999 -8.6259
O -1.7182 11.2307 -8.5190
C -1.9657 12.4200 -8.0038
O -1.0158 13.2196 -7.9057
C -3.3867 12.8517 -7.4857
F -3.7273 11.9930 -6.4481
F -3.3705 14.1050 -7.0190
F -4.2897 12.8452 -8.5161
H -3.1044 8.3013 -7.3746
H -2.4178 9.5970 -6.4910
H -1.5009 8.6557 -7.5796
H -3.7596 10.6146 -8.6451
H -2.5697 9.7277 -9.5913
C 2.8180 10.6398 -13.4312
C 2.5090 11.7002 -12.3487
O 2.9307 13.0064 -12.7715
C 3.0931 14.0138 -11.9264
O 2.7049 14.0242 -10.7237
C 3.6616 15.2591 -12.6635
F 4.2063 14.9525 -13.7832
F 2.6060 16.0832 -12.9568
F 4.5333 15.8993 -11.9408
H 2.3408 10.8944 -14.3775
H 2.3800 9.7051 -13.0810
H 3.9007 10.6339 -13.5568
H 2.7714 11.4827 -11.3133
H 1.4202 11.7508 -12.3337
*
```

No. 2
The following is a quantum chemistry calculation of 12 unconnected molecules or ions with the total composition C14H50F6O14P in a non-equilibrium geometry, from OMol25.

Kohn-Sham gap, eV: 10.021
E_LUMO, eV: 2.49

Geometry as ORCA input:
```
! RIJCOSX wB97M-V def2-TZVPD def2/J DEFGRID3
* xyz -1 1
P -0.4661 -0.2787 0.8601
F -0.3346 0.8971 -0.2230
F -2.0109 -0.0901 1.0180
F -0.7756 -1.4121 -0.2465
F -0.5773 -1.4071 2.0337
F 1.1207 -0.7440 0.6824
F -0.0863 0.8478 1.9390
C 1.8084 -2.2848 5.0929
O 1.1890 -2.5437 6.3828
H 2.4085 -1.3867 5.0304
H 2.5265 -3.1434 4.9358
H 1.0703 -2.3030 4.3142
H 0.9134 -1.7327 6.7382
C 3.2489 2.1312 -1.6907
O 4.3800 1.3841 -1.2658
H 3.3430 3.0863 -1.2123
H 3.1962 2.1390 -2.8080
H 2.3128 1.6827 -1.3648
H 4.1145 0.5308 -0.8769
C -3.9508 1.5952 -0.5823
O -3.0116 1.0735 -1.4732
H -4.0953 1.0363 0.3590
H -3.6328 2.6173 -0.3488
H -4.9073 1.6527 -1.0895
H -2.9250 0.1191 -1.3456
C 0.4028 -0.1980 -4.6633
O -0.1865 0.8028 -5.5058
H 0.6701 0.2399 -3.7363
H -0.2233 -1.0754 -4.5340
H 1.2797 -0.5619 -5.1704
H -0.8691 1.1900 -4.9881
C 1.1148 -4.1298 0.3052
O -0.1505 -4.2935 1.0146
H 1.0932 -3.3149 -0.4277
H 1.9257 -3.9238 1.0079
H 1.2907 -5.0955 -0.1488
H -0.3600 -3.4655 1.4642
C -1.0467 3.1408 -3.6383
O -2.0592 2.1094 -3.6601
H -0.0725 2.7405 -3.5052
H -0.9752 3.6373 -4.5670
H -1.1309 3.8461 -2.7795
H -2.3102 1.7437 -2.7577
C -2.9040 -1.8145 -3.1598
O -3.2942 -1.9747 -1.7677
H -2.1041 -1.0771 -3.3506
H -2.6203 -2.8173 -3.5752
H -3.8528 -1.4855 -3.6519
H -2.4401 -2.1794 -1.3175
C 4.1586 -2.2223 -0.2564
O 3.4403 -1.0052 -0.4480
H 4.8298 -2.3499 -1.1319
H 4.8451 -2.1938 0.5881
H 3.4758 -3.0273 -0.2703
H 2.6082 -1.1838 -0.0537
C 3.9483 3.7719 2.3961
C 3.2781 2.4872 1.9690
O 2.6812 1.7973 3.0542
O 2.9483 4.6435 2.8212
H 4.2637 4.2093 1.4623
H 4.7799 3.5757 3.0496
H 3.9535 1.7355 1.5173
H 2.4825 2.7744 1.2623
H 1.9651 1.3394 2.5934
H 2.4400 4.2067 3.4440
C -0.6216 3.8877 0.8475
C -0.4905 5.3845 0.8095
O -1.7677 5.9209 0.8359
O -1.4324 3.5625 2.0114
H 0.3512 3.3920 0.9388
H -1.1883 3.7074 -0.1181
H -0.0114 5.7963 -0.1293
H 0.1162 5.7842 1.6550
H -2.0523 5.9880 1.7495
H -1.9641 2.7775 1.7335
C -3.3904 -5.3791 -0.1781
C -3.7970 -4.3309 0.9034
O -3.8550 -5.0026 2.1438
O -2.1845 -6.0103 0.2042
H -3.4860 -4.9971 -1.1937
H -4.0247 -6.2589 -0.1429
H -4.8170 -3.9584 0.7194
H -3.1053 -3.4550 0.9561
H -2.9878 -5.4803 2.2910
H -1.4261 -5.3971 0.2195
*
```

No. 3
The following is a quantum chemistry calculation of a gas-phase ion, C5H7O2S (charge -1) in a non-equilibrium geometry, from OMol25.

Kohn-Sham gap (spin up / spin down), eV: 7.547 / 6.624
E_LUMO (spin up / spin down), eV: 3.24 / 3.28

Geometry as ORCA input:
```
! RIJCOSX wB97M-V def2-TZVPD def2/J DEFGRID3
* xyz -1 1
C -0.5717 -0.5479 -1.6412
C 0.1903 1.7143 -0.4114
C -0.7601 1.8516 0.7214
C 0.3663 0.1909 -0.5985
C 0.6972 -1.8771 1.1781
O -1.5878 0.1050 -2.0324
O -0.0220 -1.5423 -2.0846
S 1.5657 -0.4745 0.4637
H -0.2577 2.0595 -1.3619
H 1.2162 2.0670 -0.2137
H -0.4783 1.3094 1.5781
H -1.7745 1.5342 0.3666
H -0.2024 -1.9663 0.6736
H 0.4471 -1.6559 2.2738
H 1.1717 -2.7679 1.0885
*
```

No. 4
The following is a quantum chemistry calculation of a gas-phase ion, C7H11N2O3 (charge -1) in a non-equilibrium geometry, from OMol25.

Kohn-Sham gap, eV: 5.795
E_LUMO, eV: 3.27

Geometry as ORCA input:
```
! RIJCOSX wB97M-V def2-TZVPD def2/J DEFGRID3
* xyz -1 1
C -1.4461 0.8393 -2.0055
C -0.6961 0.6190 -0.9267
C 0.6758 1.1485 -0.6332
C -1.1604 -0.4931 -0.0137
C 2.3859 1.6412 2.5045
C -1.4554 -2.7704 -1.0178
C 2.5145 1.2794 0.9930
N -3.0254 -0.9703 -1.3061
N -2.0076 -1.4930 -0.6182
O -3.6358 -1.7190 -2.1113
O 1.1361 2.1418 -1.1791
O 1.3119 0.6320 0.4919
H -1.0486 1.5023 -2.7707
H -0.3158 -1.0960 0.5488
H -1.7734 -0.0485 0.8383
H 1.3847 2.2643 2.7756
H 2.1836 0.6669 3.1486
H 3.3675 2.1948 2.8588
H -0.5535 -2.7258 -1.5819
H -1.4362 -3.1454 0.0236
H -2.3299 -3.2708 -1.5730
H 3.3409 0.5453 1.0733
H 2.5833 2.2576 0.4808
*
```

No. 5
The following is a quantum chemistry calculation of a single CH2N2S2 molecule in a non-equilibrium geometry, from OMol25.

Kohn-Sham gap (spin up / spin down), eV: 8.231 / 8.232
E_LUMO (spin up / spin down), eV: -0.25 / -0.25

Geometry as ORCA input:
```
! RIJCOSX wB97M-V def2-TZVPD def2/J DEFGRID3
* xyz 0 1
C 0.9359 0.7284 0.7411
N -0.0668 1.2040 0.3064
N -0.7791 -0.9833 -0.6983
S 0.3083 -1.7598 0.2918
S -1.5046 0.4392 -0.1364
H 1.8056 1.1622 1.1828
H -0.6994 -0.7907 -1.6874
*
```

No. 6
The following is a quantum chemistry calculation of a molecular structure, C23H38O2ReSi2, from OMol25.

Kohn-Sham gap (spin up / spin down), eV: 6.203 / 5.811
E_LUMO (spin up / spin down), eV: -7.68 / -8.23

Geometry as ORCA input:
```
! RIJCOSX wB97M-V def2-TZVPD def2/J DEFGRID3
* xyz 2 2
Re -0.2153 0.2521 -0.5263
C 4.5276 0.5310 -0.7033
Si 2.7821 0.0163 -1.0704
C 1.9975 1.3410 -2.1805
C 2.8925 -1.6724 -1.9079
C 1.5167 -0.1543 0.3944
Si 2.0886 1.0993 1.7968
C 2.1861 2.8202 1.0334
C 3.7098 0.5388 2.5157
C 0.9243 1.1680 3.2680
H 5.0828 0.4519 -1.6423
H 5.0113 -0.1317 0.0134
H 4.6216 1.5587 -0.3571
H 2.2393 1.1808 -3.2337
H 2.4138 2.3111 -1.9075
H 0.9023 1.4821 -2.1534
H 2.9707 -1.6165 -2.9977
H 2.1151 -2.3886 -1.6340
H 3.8288 -2.1282 -1.5797
H 1.5552 -1.1496 0.8580
H 3.1465 2.9547 0.5329
H 2.1314 3.5884 1.8061
H 1.4285 3.0576 0.2770
H 4.5848 0.8426 1.9503
H 3.7367 -0.5453 2.6421
H 3.7932 0.9771 3.5129
H -0.1431 1.2725 3.0978
H 1.2374 2.0112 3.8884
H 1.0612 0.2689 3.8729
C -2.8277 3.0732 1.5498
C -2.3080 1.6689 1.4471
O -1.0073 1.6813 0.6863
H -3.7778 3.0474 2.0835
H -3.0006 3.5110 0.5677
H -2.1529 3.7139 2.1195
H -2.9444 1.0057 0.8689
H -2.0897 1.2112 2.4087
H -0.4115 2.3720 1.0315
C -3.4896 0.8070 -4.3875
C -2.8627 1.4349 -3.3155
C -2.5872 0.7119 -2.1685
C -2.9063 -0.6509 -2.0691
C -3.5768 -1.2513 -3.1468
C -3.8555 -0.5310 -4.2945
C -2.5236 -1.4646 -0.9378
C -1.4768 -1.2139 -0.0624
C -1.2538 -2.1864 1.0337
C -1.4051 -3.5623 0.8306
C -1.1799 -4.4573 1.8628
C -0.8113 -3.9982 3.1205
C -0.6556 -2.6362 3.3368
C -0.8634 -1.7459 2.2967
H -3.7179 1.3696 -5.2821
H -2.6267 2.4888 -3.3670
H -2.2236 1.2756 -1.3110
H -3.8620 -2.2938 -3.0775
H -4.3657 -1.0091 -5.1189
H -3.1158 -2.3632 -0.7859
H -1.6739 -3.9499 -0.1443
H -1.2932 -5.5179 1.6858
H -0.6453 -4.6992 3.9267
H -0.3773 -2.2710 4.3162
H -0.7447 -0.6853 2.4715
O 0.0418 -0.6627 -2.3693
H -0.4592 -1.4766 -2.5495
H 0.9034 -0.6835 -2.8228
*
```

No. 7
The following is a quantum chemistry calculation of a single C21H20N2O3 molecule in a non-equilibrium geometry, from OMol25.

Kohn-Sham gap, eV: 8.529
SMILES string: Cc1cc(C(=O)N/N=C/c2ccc(OCc3ccccc3)cc2)c(C)o1
E_LUMO, eV: 0.61

Geometry as ORCA input:
```
! RIJCOSX wB97M-V def2-TZVPD def2/J DEFGRID3
* xyz 0 1
C -8.6156 -2.1663 0.2619
C -7.5386 -1.1494 0.1426
C -6.1850 -1.2582 0.1542
C -5.6672 0.0681 0.0012
C -6.7718 0.8845 -0.0918
O -7.8953 0.1494 -0.0078
C -6.8981 2.3515 -0.2621
H -7.4453 2.5788 -1.1761
H -7.4475 2.7811 0.5747
H -5.9054 2.7875 -0.3101
C -4.2708 0.5284 -0.0506
O -3.9590 1.7026 -0.1458
N -3.3625 -0.4951 0.0182
N -2.0102 -0.4873 0.0075
C -1.3132 0.5792 -0.0735
C 0.1326 0.4960 -0.0757
C 0.8005 -0.7254 0.0058
C 2.1793 -0.7891 0.0048
C 2.9309 0.3816 -0.0778
C 2.2689 1.6100 -0.1616
C 0.8949 1.6648 -0.1606
H 0.3965 2.6209 -0.2256
H 2.8651 2.5067 -0.2272
O 4.2866 0.4434 -0.0828
C 5.0276 -0.7562 0.0006
C 6.4972 -0.4258 0.0189
C 6.9531 0.7003 0.6909
C 8.3043 0.9946 0.7233
C 9.2130 0.1616 0.0931
C 8.7641 -0.9647 -0.5750
C 7.4118 -1.2551 -0.6157
H 7.0647 -2.1324 -1.1432
H 9.4681 -1.6168 -1.0708
H 10.2682 0.3902 0.1203
H 8.6494 1.8756 1.2442
H 6.2399 1.3475 1.1777
H 4.7996 -1.4078 -0.8546
H 4.7666 -1.2962 0.9255
H 2.6600 -1.7531 0.0683
H 0.2145 -1.6285 0.0702
H -1.7401 1.5763 -0.1421
H -3.7193 -1.4379 0.0878
H -5.6412 -2.1750 0.2640
H -9.2421 -1.9551 1.1276
H -8.1783 -3.1540 0.3705
H -9.2509 -2.1511 -0.6228
*
```

No. 8
The following is a quantum chemistry calculation of a molecular structure, C24H37GeN6O2Si3Ti in a non-equilibrium geometry, from OMol25.

Kohn-Sham gap (spin up / spin down), eV: 6.423 / 6.292
E_LUMO (spin up / spin down), eV: -0.82 / -1.69

Geometry as ORCA input:
```
! RIJCOSX wB97M-V def2-TZVPD def2/J DEFGRID3
* xyz 0 2
Ti -0.4192 -1.4902 -0.6262
O 2.7967 -1.9256 3.6668
C 3.6288 -1.9460 2.6156
C 4.9945 -2.0384 2.8725
C 5.9039 -2.0793 1.8353
C 5.4701 -2.0353 0.5117
C 4.1247 -1.9333 0.2438
C 3.1833 -1.8728 1.2808
C 1.7777 -1.7368 0.9412
O 1.4022 -1.5275 -0.2974
N 0.8543 -1.8026 1.8807
N -0.3715 -1.7012 1.2982
C -1.5071 -1.9274 1.9403
C -2.6491 -1.9312 1.1059
C -3.9577 -2.1644 1.5424
C -4.9760 -2.2334 0.6220
C -4.6680 -2.1117 -0.7389
C -3.3710 -1.8743 -1.1152
N -2.3642 -1.7277 -0.2291
H 1.8732 -1.9215 3.3325
H 5.3158 -2.0766 3.9049
H 6.9602 -2.1540 2.0583
H 6.1818 -2.0745 -0.3020
H 3.7623 -1.8942 -0.7751
H -1.5270 -2.1838 2.9920
H -4.1397 -2.3125 2.5980
H -5.9950 -2.3994 0.9423
H -5.4326 -2.2062 -1.4963
H -3.1021 -1.7942 -2.1617
C -1.9303 3.5288 -2.3740
Si -2.1330 1.6906 -1.9426
C -1.7877 0.6711 -3.5133
C -3.9544 1.4966 -1.4304
Ge -0.4175 1.0280 -0.3312
Si 1.6721 1.5791 -1.4749
C 3.1436 1.6612 -0.2855
C 2.0161 0.4135 -2.9372
C 1.5484 3.3453 -2.1761
Si -0.4262 2.0286 1.8810
C -2.0216 1.5525 2.7823
C -0.3489 3.9049 1.6270
C 1.0884 1.5054 2.8781
H -2.7460 3.8641 -3.0205
H -0.9913 3.7153 -2.8951
H -1.9398 4.1470 -1.4739
H -2.7037 0.4349 -4.0608
H -1.2952 -0.2703 -3.2762
H -1.1298 1.2192 -4.1897
H -4.5591 2.2458 -1.9459
H -4.0961 1.6379 -0.3567
H -4.3509 0.5184 -1.6923
H 3.1974 0.8042 0.3793
H 3.0856 2.5606 0.3311
H 4.0792 1.7001 -0.8493
H 1.5921 -0.5739 -2.7754
H 3.0924 0.2838 -3.0767
H 1.6058 0.8070 -3.8684
H 1.0576 4.0165 -1.4683
H 0.9877 3.3750 -3.1117
H 2.5477 3.7416 -2.3769
H -2.8981 1.7591 2.1648
H -2.1345 2.1039 3.7189
H -2.0196 0.4863 3.0180
H -1.2316 4.2699 1.0979
H 0.5305 4.1707 1.0366
H -0.2838 4.4332 2.5816
H 1.1555 0.4210 2.9525
H 1.0523 1.9072 3.8938
H 2.0045 1.8644 2.4058
N -1.7364 -6.3675 -0.1524
C -1.0670 -5.6107 -0.7139
N -0.2527 -4.7927 -1.3383
C -0.3783 -3.6449 -1.7937
N -0.3728 -2.5568 -2.2906
*
```

No. 9
The following is a quantum chemistry calculation of a molecular structure, C29H20Cl3FeNOPS2 in a non-equilibrium geometry, from OMol25.

Kohn-Sham gap (spin up / spin down), eV: 6.199 / 7.080
E_LUMO (spin up / spin down), eV: -1.72 / -0.84

Geometry as ORCA input:
```
! RIJCOSX wB97M-V def2-TZVPD def2/J DEFGRID3
* xyz 0 2
Fe -1.3668 -0.1263 0.6006
Cl -4.3716 -3.9611 5.8930
C -3.8164 -3.2827 4.3951
C -2.9833 -2.1803 4.4142
C -2.5528 -1.6775 3.2050
Cl -1.5294 -0.2769 3.1272
C -2.8879 -2.2141 1.9586
O -2.4227 -1.7233 0.8424
C -3.7630 -3.3138 2.0020
Cl -4.2765 -3.9961 0.4982
C -4.2176 -3.8450 3.1932
H -2.6811 -1.7281 5.3480
H -4.8864 -4.6936 3.1808
C -1.3543 -0.8309 -3.7241
C -2.0955 0.2331 -4.2182
C -2.6951 1.1170 -3.3394
C -2.5294 0.9290 -1.9743
N -1.8233 -0.1055 -1.5144
C -1.2535 -0.9672 -2.3530
C -3.0704 1.7784 -0.9149
C -3.9364 2.8451 -1.1337
C -4.4440 3.5629 -0.0624
C -4.0889 3.2183 1.2344
C -3.2016 2.1683 1.4558
C -2.6890 1.4705 0.3814
H -0.8775 -1.5444 -4.3799
H -2.2127 0.3654 -5.2859
H -3.2793 1.9438 -3.7155
H -0.7148 -1.7883 -1.8983
H -4.2234 3.1170 -2.1416
H -5.1210 4.3879 -0.2389
H -4.4934 3.7644 2.0766
H -2.9213 1.9148 2.4688
S 2.8437 -0.9384 2.5798
P 2.7122 -0.2303 0.7686
S 0.7953 0.1464 0.1095
C 3.4796 -1.3063 -0.4799
C 2.8485 -1.6644 -1.6651
C 3.5037 -2.4844 -2.5757
C 4.7840 -2.9415 -2.3041
C 5.4137 -2.5858 -1.1177
C 4.7631 -1.7733 -0.2036
C 3.5321 1.3770 0.5508
C 4.1325 1.7292 -0.6537
C 4.6847 2.9941 -0.8026
C 4.6263 3.9053 0.2415
C 4.0177 3.5561 1.4404
C 3.4714 2.2920 1.5971
H 1.8533 -1.2960 -1.8732
H 3.0137 -2.7635 -3.4999
H 5.2924 -3.5796 -3.0155
H 6.4122 -2.9445 -0.9052
H 5.2387 -1.5003 0.7304
H 4.1729 1.0190 -1.4699
H 5.1595 3.2683 -1.7359
H 5.0532 4.8927 0.1199
H 3.9697 4.2687 2.2536
H 3.0059 1.9983 2.5299
*
```